No. 1
This record from the Open Molecules 2025 dataset describes a structure of composition C21H33AlN2O4P2. The level of theory is ωB97M-V with the def2-TZVPD basis set.

Last column: Löwdin charge in e.
Positions of all 63 atoms, in Å:
P: -2.21041 -0.00868 -0.95094  0.89
P: 2.14099 0.41650 1.07215  0.93
Al: -0.18898 0.04123 0.35077  -0.12
O: 0.08740 -1.33080 3.17555  0.08
O: 0.71389 -1.59788 -3.34682  -0.05
O: -2.00904 2.41108 1.56826  0.08
O: -0.96904 0.76590 -4.61033  -0.08
N: -0.92118 0.41851 2.04321  0.09
N: 0.11162 1.91200 -0.41541  0.03
C: 1.87977 2.23128 1.27347  -0.25
C: -3.80608 0.48848 -0.20620  -0.23
C: -0.83059 2.39319 -1.32005  -0.34
C: 0.95932 -2.74283 -0.12782  -0.14
C: -1.19267 -4.14109 0.94536  -0.09
C: -1.27144 -2.75134 0.76010  -0.15
C: 0.94797 2.77169 0.20364  -0.32
C: -1.87981 1.55901 -1.71671  -0.30
C: -2.71098 -1.29762 -2.15864  -0.21
C: -0.03740 -4.83631 0.58552  -0.11
C: 0.92696 4.13290 -0.08751  -0.06
C: -1.47761 0.15277 4.31151  -0.08
C: -0.75316 3.74488 -1.74075  -0.04
C: 0.09282 4.61894 -1.09490  -0.07
C: -0.67169 -0.40059 3.15822  -0.47
C: -1.67460 1.55280 2.35243  -0.46
C: 1.03982 -4.13279 0.03951  -0.09
C: -1.98045 1.49498 3.83805  -0.08
C: 3.58708 0.40027 -0.03364  -0.23
C: -0.18431 -2.05031 0.26548  -0.27
C: 2.82636 -0.08074 2.67439  -0.23
H: -2.30028 -0.53756 4.51357  0.13
H: 0.05748 -0.95479 -3.64542  0.00
H: 3.35502 0.90783 -0.97985  0.06
H: 1.81131 -2.20869 -0.54925  0.08
H: -0.84045 0.22255 5.19067  0.12
H: 2.85143 2.73803 1.20057  0.10
H: -2.53296 1.95286 -2.51851  0.09
H: -3.56339 -0.94862 -2.76132  0.06
H: 2.17922 0.25266 3.49556  0.05
H: -2.18355 -2.23382 1.05829  0.09
H: 1.61852 4.77830 0.45332  0.11
H: -0.08821 1.20377 -4.78517  0.08
H: 0.01928 -5.91802 0.73173  0.10
H: 3.87422 -0.64161 -0.23548  0.05
H: -4.07968 -0.26343 0.53689  0.04
H: -1.41983 4.06077 -2.54911  0.12
H: 0.10094 5.68203 -1.35527  0.11
H: -1.90450 -1.59950 -2.84183  0.03
H: 0.13517 -2.33884 -3.30980  0.02
H: -3.02008 -2.18172 -1.57890  0.05
H: 0.32317 -0.62409 -1.35416  0.12
H: -1.45312 2.32435 4.33298  0.13
H: 2.86342 -1.17754 2.68984  0.06
H: 3.83987 0.32277 2.80111  0.05
H: -1.17259 0.98370 -3.70012  -0.04
H: -3.05966 1.62140 3.97942  0.13
H: 1.94888 -4.66324 -0.25022  0.10
H: 4.42428 0.91621 0.46008  0.05
H: 1.47573 2.41962 2.28092  0.10
H: 0.78515 -0.09952 -0.98734  0.06
H: -4.56567 0.55889 -0.99904  0.05
H: -2.04793 -4.65987 1.38112  0.10
H: -3.67396 1.46829 0.27546  0.04

Atoms 1-6, force components in eV/Å:
P -0.81 2.05 -0.45
P 0.14 0.82 0.26
Al -0.97 -1.49 0.69
O 0.23 -0.32 0.16
O -0.03 0.91 -0.09
O 0.06 -0.06 0.21

The value obtained for the gap between HOMO and LUMO is 7.135 eV.

---

No. 2
This record from the Open Molecules 2025 dataset describes a cluster of 3 separate species, C21H33BN3O3 in total. The level of theory is ωB97M-V with the def2-TZVPD basis set.

Last column: Löwdin spin population.
Positions of all 61 atoms, in Å:
O: -0.83082 -1.63739 1.45404  0.52
O: 3.46325 -3.12291 -1.78709  0.00
O: 2.47938 -1.50589 -3.20523  0.00
N: -1.65331 3.62518 -2.09840  0.00
N: -0.98061 3.19830 4.41508  0.00
N: -1.24272 -1.74695 0.24054  0.37
C: -2.83920 4.23314 -2.11425  0.00
C: -1.76364 -0.39794 -1.82021  0.00
C: -0.77132 -4.08834 0.77239  0.00
C: -1.28825 2.14098 3.66348  0.00
C: -1.94177 6.27347 -1.28208  0.00
C: -0.70079 5.65901 -1.25661  0.00
C: -0.10280 3.00687 5.39902  0.00
C: -0.75152 0.87585 3.85150  0.00
C: 0.16056 0.69934 4.87889  0.00
C: -3.03657 5.54731 -1.72099  0.00
C: 0.49490 1.78630 5.67101  0.00
C: 1.29801 -2.02707 -0.92639  0.00
C: 4.77173 -2.52653 -1.75262  0.00
C: -0.61172 4.34070 -1.67432  0.00
C: -2.24024 -3.61448 -1.15345  0.01
C: -1.05666 0.67988 0.26273  0.00
C: -0.85618 -0.58477 -0.59171  0.03
C: 0.25231 -3.11348 -1.26445  0.02
C: 0.63461 -0.63317 -1.00772  0.02
C: -1.01620 -3.08343 -0.36938  0.03
C: 5.12085 -2.03447 -0.33103  0.00
B: 2.44808 -2.20816 -2.00885  0.00
H: 5.93384 -2.63363 0.06949  0.00
H: 5.39298 -0.98216 -0.34839  0.00
H: 4.84319 -1.72298 -2.48606  0.00
H: 4.26247 -2.16926 0.32002  0.00
H: 1.63614 -1.55984 -3.67830  0.00
H: 0.68322 -0.32389 -2.04974  0.00
H: -2.00998 -1.32700 -2.32925  0.00
H: 1.20339 1.69125 6.48279  0.00
H: -2.00244 2.32783 2.86869  0.00
H: -1.56253 -4.06312 1.51459  0.00
H: 0.17950 6.18861 -0.91953  0.00
H: -1.02362 1.52447 -0.42953  0.00
H: -4.02313 5.98843 -1.75696  0.00
H: -2.66076 0.13328 -1.50901  0.00
H: -1.28226 0.24710 -2.55047  0.00
H: 1.76805 -2.21914 0.03722  0.00
H: 0.71413 -4.08312 -1.07977  0.00
H: -1.03792 0.05348 3.20868  0.00
H: -0.78552 -5.07556 0.30539  0.00
H: 1.23074 0.09929 -0.46726  0.00
H: -0.02778 -3.09676 -2.32087  0.00
H: -2.05404 7.30206 -0.96404  0.00
H: -1.90247 -4.19490 -2.00815  0.00
H: -2.78937 -4.30887 -0.51892  0.00
H: -2.03096 0.69582 0.74710  0.00
H: 0.21273 -3.96053 1.21251  0.00
H: -3.66941 3.62745 -2.46122  0.00
H: 0.60448 -0.27174 5.05859  0.00
H: -0.24939 0.80393 0.97446  0.00
H: 0.34093 3.82158 -1.67181  0.00
H: 5.48599 -3.29219 -2.04420  0.00
H: 0.12792 3.88297 5.99562  0.00
H: -2.94745 -2.84416 -1.44558  0.00

Atoms 1-6, force components in eV/Å:
O -0.43 -0.03 -0.06
O 0.08 0.86 0.40
O -0.25 -0.52 -0.17
N 0.00 0.13 0.05
N 0.05 -0.12 0.01
N 1.25 -0.03 -0.19

The value obtained for the gap between HOMO and LUMO (spin up / spin down) is 8.743 / 9.830 eV. The multiplicity is 2.

---

No. 3
This record from the Open Molecules 2025 dataset describes a structure of composition C21H33Cl3CoGeN5O5S2. The level of theory is ωB97M-V with the def2-TZVPD basis set.

Last column: Löwdin charge in e.
Positions of all 71 atoms, in Å:
Ge: -1.81041 1.98326 -3.05258  0.07
Co: -0.37001 0.89429 -1.49122  0.17
Cl: -3.78932 2.47667 -2.48007  0.20
Cl: -0.48452 3.00391 -1.23389  0.37
Cl: -1.31389 3.28471 -4.64753  0.22
S: -1.21028 -2.23218 -1.60318  1.06
S: 0.01888 0.83803 6.58297  0.65
O: 1.11885 0.52026 7.44229  -0.28
O: -1.26496 0.20666 6.75489  -0.30
O: -0.60633 -0.88580 -2.10433  -0.63
O: 0.80219 -3.39935 1.93443  0.13
O: 0.55174 -2.53097 3.90290  0.14
N: 1.61884 0.97336 -2.31722  -0.17
N: 0.54518 -2.49133 2.69430  -0.32
N: 3.87985 0.81205 -3.38657  -0.17
N: -0.11476 0.30312 0.50318  0.05
N: -0.38538 -0.14490 2.64890  0.08
C: -0.56638 0.77217 1.68341  -0.27
C: 1.46125 0.64593 -3.75137  -0.12
C: 3.81516 -0.17939 -2.34077  -0.10
C: -3.27413 -3.04981 -4.97886  -0.04
C: -1.18463 2.09592 1.95813  0.01
C: -1.87687 -2.99498 -3.04776  -0.41
C: -2.72181 -1.75082 -0.75491  -0.18
C: 2.88992 0.55545 -4.40689  -0.10
C: 3.73358 2.14423 -2.84728  -0.10
C: -1.96127 -4.98500 -4.37266  -0.04
C: -0.68554 3.03108 7.96705  -0.10
C: -0.22490 2.61528 6.57572  -0.30
C: 0.53859 0.44566 4.88239  -0.19
C: 2.40522 -0.07720 -1.64198  -0.11
C: 0.36938 -0.95606 0.74911  -0.08
C: -1.46095 -4.30144 -3.27355  -0.07
C: 0.19914 -1.24231 2.05615  -0.10
C: -0.69437 0.04196 4.08045  -0.13
C: 2.31336 2.27048 -2.17693  -0.15
C: -2.85717 -4.35682 -5.22487  -0.03
C: -2.78017 -2.35566 -3.89155  -0.07
H: -1.46987 0.79770 4.16683  0.12
H: -1.60915 2.52178 8.23754  0.08
H: 0.87408 1.42568 -4.23646  0.07
H: -2.15884 1.97808 2.43362  0.11
H: 4.60843 -0.00012 -1.61748  0.13
H: -2.48078 -0.90768 -0.10852  0.05
H: 1.87727 -1.02477 -1.72589  0.10
H: -3.09210 -1.33485 -3.70566  0.10
H: 1.23344 -0.38478 4.99227  0.10
H: -1.32223 2.64379 1.03566  0.01
H: -0.86625 4.10401 7.99447  0.09
H: -3.99971 -2.58173 -5.63025  0.12
H: -0.55127 2.69090 2.61810  0.11
H: 2.41189 2.51558 -1.12051  0.12
H: -1.08599 -0.88609 4.48098  0.13
H: 0.93695 -0.30291 -3.84396  0.11
H: -0.98221 2.81498 5.81484  0.10
H: 1.73404 3.05150 -2.66104  0.09
H: -3.49146 -1.47725 -1.47269  0.06
H: -3.05107 -2.60134 -0.15869  0.08
H: -0.76893 -4.78069 -2.59153  0.12
H: -3.24164 -4.88644 -6.08614  0.12
H: 2.51892 0.18528 -0.59102  0.12
H: -1.66293 -6.00808 -4.55480  0.12
H: 2.99143 1.29046 -5.20321  0.13
H: 0.73873 3.05052 6.31008  0.10
H: 0.81640 -1.58201 0.00149  0.09
H: 3.83372 2.87316 -3.64916  0.13
H: 3.95067 -1.17081 -2.76901  0.13
H: 0.07507 2.78934 8.70717  0.09
H: 4.51226 2.32844 -2.10949  0.13
H: 1.04964 1.32251 4.48257  0.11
H: 3.04844 -0.43463 -4.83038  0.13

Atoms 1-6, force components in eV/Å:
Ge 0.47 0.77 0.05
Co 1.04 -0.97 0.09
Cl 0.06 -0.30 -0.05
Cl -0.40 0.83 0.21
Cl -0.03 -0.28 -0.04
S -0.43 0.13 -0.09

The value obtained for the gap between HOMO and LUMO (spin up / spin down) is 5.693 / 5.255 eV. The relative energy (zero: lowest compared OMol25 entry of this formula, charge and spin) is 0.238 eV. The total charge is +2.